{"formula": "C22H22ClF3N2O2OsS2Si", "method": "ωB97M-V with the def2-TZVPD basis set", "relative_energy_kcal_mol": 10.4, "multiplicity": 5, "largest_force_ev_per_a": 2.45, "gap_ev": [7.5, 6.5], "species": ["Os", "F", "C", "F", "F", "C", "C", "C", "C", "N", "C", "S", "H", "H", "H", "O", "C", "O", "C", "C", "C", "C", "C", "C", "S", "H", "H", "H", "H", "Cl", "C", "C", "C", "C", "N", "C", "H", "H", "H", "H", "C", "Si", "C", "C", "C", "H", "H", "H", "H", "H", "H", "H", "H", "H", "H", "H"], "coordinates": [[-0.56834, 0.10402, -0.29635], [-3.82714, 4.21642, -2.56515], [-2.97794, 4.74772, -1.67535], [-3.56764, 4.68082, -0.47265], [-2.90154, 6.05952, -1.97045], [-1.62274, 4.09932, -1.70395], [-0.52864, 4.79242, -2.17265], [0.71826, 4.17302, -2.17715], [0.81196, 2.89102, -1.68035], [-0.23064, 2.21162, -1.21655], [-1.46534, 2.76952, -1.24475], [-2.72734, 1.77042, -0.70365], [-0.63664, 5.80662, -2.52565], [1.58406, 4.68092, -2.56455], [1.76446, 2.38032, -1.64935], [-2.59854, -1.84238, -3.37905], [-1.83344, -1.84018, -2.43425], [-1.13044, -0.84458, -2.04335], [-1.60454, -3.15328, -1.68585], [-1.98034, -4.31148, -2.36285], [-1.76714, -5.56088, -1.81415], [-1.17844, -5.67038, -0.56035], [-0.81604, -4.53558, 0.13065], [-1.01564, -3.26508, -0.42245], [-0.51064, -1.97308, 0.65605], [-2.44304, -4.19568, -3.33305], [-2.04844, -6.44528, -2.36575], [-1.01424, -6.64358, -0.12245], [-0.35924, -4.59408, 1.10785], [5.47856, 0.99342, 0.75555], [4.28216, 0.34502, -0.29555], [4.64506, -0.35678, -1.43905], [3.63706, -0.84918, -2.25105], [2.31666, -0.63608, -1.88565], [1.97876, 0.02602, -0.78595], [2.93306, 0.50902, -0.00245], [5.68416, -0.52328, -1.67995], [3.87036, -1.39438, -3.15255], [1.50036, -1.00028, -2.49465], [2.61206, 1.04252, 0.88275], [-0.32644, 1.37772, 4.62145], [-0.17524, 0.04352, 3.25785], [1.59186, -0.69688, 3.27475], [-1.46984, -1.29448, 3.67695], [-0.47444, 0.97392, 1.60655], [-0.02734, 0.97352, 5.58175], [-1.34914, 1.72892, 4.71745], [0.30596, 2.23532, 4.41685], [1.65496, -1.53288, 3.96585], [2.32566, 0.03952, 3.58515], [1.86316, -1.05918, 2.28515], [-1.53114, -1.43008, 4.75175], [-1.22404, -2.25268, 3.23465], [-2.45814, -1.01898, 3.32445], [0.27386, 1.77832, 1.53495], [-1.44244, 1.47032, 1.76055]], "forces_ev_per_a": [[-0.6, 0.3, -0.7], [0.0, -0.2, -0.1], [-0.3, 0.2, 0.0], [0.1, -0.1, 0.1], [0.2, 0.2, -0.1], [0.1, 0.0, 0.0], [-0.1, -0.2, 0.1], [0.0, -0.2, 0.0], [0.5, 0.3, -0.2], [-0.5, -0.5, 0.2], [-0.2, 0.1, 0.0], [0.1, -0.6, 0.1], [-0.1, 0.1, 0.0], [0.2, 0.0, 0.0], [0.0, 0.0, 0.0], [0.4, 0.4, 0.3], [-1.0, -1.9, -0.4], [1.3, 1.9, 0.9], [0.1, 0.4, -0.1], [0.0, 0.0, 0.1], [0.0, 0.0, 0.0], [-0.1, -0.1, -0.1], [0.1, 0.3, 0.0], [-0.1, -0.2, -0.4], [0.0, 0.4, 0.1], [0.0, 0.0, 0.0], [0.0, -0.1, 0.0], [0.0, -0.1, 0.1], [0.0, -0.1, 0.1], [0.1, 0.1, 0.1], [-0.3, -0.2, -0.2], [-0.2, 0.0, 0.1], [0.0, 0.1, 0.2], [0.1, -0.2, -0.3], [-0.3, 0.0, -0.1], [0.2, 0.1, 0.2], [0.1, 0.1, 0.0], [0.0, 0.0, 0.0], [-0.1, -0.1, 0.0], [0.1, 0.0, 0.1], [0.1, -0.5, -0.6], [0.1, 0.1, 0.3], [-0.7, 0.2, -0.1], [0.5, 0.4, -0.3], [0.1, -0.5, 0.3], [0.1, -0.2, 0.3], [-0.2, 0.0, 0.0], [0.1, 0.2, -0.1], [0.0, -0.1, 0.1], [0.1, 0.2, 0.0], [0.0, -0.1, -0.1], [0.1, 0.1, 0.3], [0.0, -0.1, 0.0], [-0.2, 0.1, -0.1], [0.0, -0.1, 0.0], [0.1, 0.0, -0.1]], "nbo_charge": [1.391, -0.312, 0.982, -0.313, -0.330, -0.226, -0.088, -0.308, 0.086, -0.579, 0.099, -0.122, 0.238, 0.229, 0.203, -0.593, 0.775, -0.750, -0.114, -0.168, -0.218, -0.195, -0.214, -0.187, 0.012, 0.245, 0.217, 0.217, 0.218, 0.043, -0.073, -0.173, -0.227, 0.043, -0.470, 0.021, 0.239, 0.237, 0.227, 0.222, -1.096, 1.622, -1.110, -1.104, -1.223, 0.233, 0.237, 0.229, 0.241, 0.231, 0.231, 0.235, 0.241, 0.241, 0.237, 0.270]}

=====

{"formula": "C2H4Si", "method": "ωB97M-V with the def2-TZVPD basis set", "relative_energy_kcal_mol": 21.6, "largest_force_ev_per_a": 10.20, "gap_ev": 10.9, "smiles": "C#C[SiH3]", "species": ["C", "C", "Si", "H", "H", "H", "H"], "coordinates": [[2.04370, 0.20498, -0.08790], [0.79321, -0.22261, 0.14722], [-1.02716, -0.11124, -0.02794], [3.07309, 0.43424, -0.02696], [-1.26468, 1.23569, -0.43559], [-1.86317, -0.35636, 1.14478], [-1.75499, -1.18470, -0.71361]], "forces_ev_per_a": [[-9.4, -3.4, 2.1], [8.8, 3.1, -1.9], [-0.5, -0.8, 0.7], [0.5, 0.1, -0.2], [-0.3, 0.8, -0.6], [0.4, 0.3, 1.0], [0.5, -0.1, -1.0]], "nbo_charge": [-0.141, -0.502, 0.855, 0.234, -0.148, -0.157, -0.141]}

=====

{"formula": "C3H10N2", "method": "ωB97M-V with the def2-TZVPD basis set", "relative_energy_kcal_mol": 18.8, "largest_force_ev_per_a": 0.95, "gap_ev": 10.1, "smiles": "[H]/N=C/C.CN", "species": ["H", "N", "C", "C", "H", "H", "H", "H", "C", "N", "H", "H", "H", "H", "H"], "coordinates": [[-1.06537, -1.90725, 0.78419], [-0.22739, -1.83903, 1.35878], [0.62934, -1.01422, 0.95467], [1.89864, -0.82356, 1.71003], [0.52419, -0.39213, 0.05633], [1.98111, 0.21389, 2.03098], [1.92247, -1.47868, 2.57602], [2.74636, -1.03889, 1.06140], [-1.63185, 1.34313, -1.16053], [-0.42779, 0.78794, -1.75825], [-2.25247, 1.92735, -1.85380], [-2.23448, 0.52534, -0.76646], [-1.34277, 1.98696, -0.33038], [0.15156, 1.53314, -2.13215], [-0.67155, 0.17601, -2.53082]], "forces_ev_per_a": [[0.2, 0.3, -0.2], [-0.5, -0.7, 0.5], [0.3, 0.4, -0.3], [0.0, 0.0, 0.1], [-0.2, -0.1, 0.0], [0.1, 0.1, 0.0], [0.0, 0.0, 0.1], [0.1, 0.0, 0.0], [-0.1, 0.1, 0.0], [0.2, 0.0, -0.3], [0.0, 0.0, 0.1], [-0.1, 0.1, 0.1], [-0.1, 0.0, 0.1], [0.0, -0.2, 0.0], [0.1, 0.1, 0.1]], "nbo_charge": [0.332, -0.642, 0.131, -0.674, 0.180, 0.218, 0.226, 0.218, -0.412, -0.839, 0.169, 0.191, 0.193, 0.354, 0.355]}